Record 1
This record from the OMol25 dataset describes C5H7ClN2 in the gas phase at a distorted geometry. The level of theory is ωB97M-V with the def2-TZVPD basis set.

Calculated values
Max |F| = 0.081 hartree/bohr
ΔE to the lowest compared entry with this formula, charge and spin = 512.5 kJ/mol
Calculated total energy = -20795.9556 eV
Highest occupied orbital energy (spin up / spin down) = -6.8 / -6.7 eV

The geometry in XYZ format:
```
15
C5H7ClN2 (ωB97M-V with the def2-TZVPD basis set)
H -0.732 1.842 -0.907
Cl 2.655 -1.032 -0.218
H 2.777 1.842 0.017
H -1.299 -2.765 -0.925
C -0.943 -1.008 0.109
C -0.546 1.262 0.003
H -0.948 -2.985 0.793
C -1.472 -2.356 0.075
N -1.389 0.136 -0.004
H -0.777 1.887 0.871
H 1.324 2.944 -0.331
N 0.926 0.930 0.009
H -2.545 -2.365 0.282
C 1.240 -0.296 0.400
C 1.729 1.965 -0.173
```

Record 2
This record from the OMol25 dataset describes an isolated ion of composition C5H12NO2 and charge -1 at a distorted geometry. The level of theory is ωB97M-V with the def2-TZVPD basis set.

Calculated values
Structure (SMILES) = [O-]CNCCCCO
Net charge = -1
Max |F| = 0.040 hartree/bohr
ΔE to the lowest compared entry with this formula, charge and spin = 329.8 kJ/mol
Calculated total energy = -10963.5721 eV
Highest occupied orbital energy = -2.4 eV

The geometry in XYZ format:
```
20
C5H12NO2 (ωB97M-V with the def2-TZVPD basis set)
H 1.853 -2.385 -0.261
H -0.346 1.394 -1.264
N -1.973 0.254 -0.448
H -2.136 -0.242 -1.281
O -3.506 1.838 -1.367
C -0.653 0.780 -0.388
C -3.132 1.215 -0.267
O 2.702 -2.288 0.170
H -3.940 0.596 0.195
C 0.404 -0.362 -0.366
H 3.203 -0.308 -0.103
C 2.714 -0.912 0.661
H 0.952 -0.756 1.854
H 1.089 -0.135 -1.188
H 3.361 -0.962 1.521
H -0.551 1.487 0.442
C 1.315 -0.392 0.885
H -0.044 -1.354 -0.470
H -2.730 1.846 0.569
H 1.419 0.686 1.104
```

- Which value of max |F| does entry 2 give?
  0.040 hartree/bohr

- Look up the calculated total energy of the second one.
  -10963.5721 eV

- ΔE to the lowest compared entry with this formula, charge and spin of number 2 (C5H12NO2)?
  329.8 kJ/mol

- What is the calculated total energy in the second record?
  -10963.5721 eV